1.
Below is a molecular structure, C19H19N8OsSe at a distorted geometry, with properties calculated with ωB97M-V/def2-TZVPD.

Cartesian coordinates (Å):
Os: 1.093 0.160 0.018
N: 4.144 2.140 2.399
C: 3.269 2.250 1.397
N: 2.643 1.087 1.254
C: 3.205 0.282 2.217
N: 4.111 0.927 2.911
C: 2.859 -1.116 2.366
C: 3.490 -1.942 3.316
N: 3.185 -3.207 3.365
C: 2.307 -3.737 2.552
C: 1.657 -2.922 1.615
N: 1.943 -1.631 1.538
H: 4.786 2.830 2.781
H: 3.108 3.124 0.795
H: 4.227 -1.545 4.001
H: 2.117 -4.800 2.631
H: 0.920 -3.331 0.938
C: 2.399 0.014 -1.583
C: 1.185 -0.379 -2.277
C: 0.438 0.581 -3.023
C: -0.576 0.187 -3.865
C: -0.911 -1.173 -3.964
C: -0.229 -2.136 -3.206
C: 0.793 -1.750 -2.363
C: -1.925 -1.580 -4.869
N: -2.757 -1.904 -5.582
H: 2.841 0.951 -1.929
H: 3.147 -0.772 -1.468
H: 0.753 1.618 -3.012
H: -1.080 0.909 -4.491
H: -0.473 -3.181 -3.330
H: 1.390 -2.506 -1.867
C: -2.227 3.596 0.346
N: -3.081 2.443 0.448
C: -4.429 2.440 0.304
C: -4.866 1.162 0.524
N: -3.780 0.400 0.800
C: -3.781 -0.997 1.140
C: -2.685 1.186 0.731
Se: -0.960 0.610 1.209
H: -2.843 4.492 0.307
H: -1.620 3.550 -0.560
H: -1.577 3.660 1.219
H: -4.988 3.324 0.065
H: -5.866 0.770 0.505
H: -4.806 -1.346 1.249
H: -3.259 -1.154 2.087
H: -3.293 -1.584 0.357

Summary:
total charge = +3
expectation value of S² = 6.06
2S+1 = 5
energy = -99715.150 eV

2.
Below is C19H19N9S in the gas phase at a distorted geometry, with properties calculated with ωB97M-V/def2-TZVPD.

Cartesian coordinates (Å):
C: 4.798 3.341 -1.223
C: 4.381 2.008 -0.600
C: 2.942 2.054 -0.173
C: 1.930 1.726 -1.067
C: 0.601 1.781 -0.694
C: 0.256 2.189 0.590
N: -1.075 2.306 1.001
C: -2.149 1.609 0.585
N: -3.321 2.011 1.084
C: -4.376 1.311 0.681
N: -5.588 1.692 1.107
N: -4.319 0.230 -0.114
C: -3.106 -0.091 -0.520
C: -2.971 -1.334 -1.338
S: -1.709 -2.393 -0.561
C: -0.319 -1.762 -1.365
N: -0.295 -1.236 -2.573
N: 0.961 -0.905 -2.808
N: 1.713 -1.186 -1.831
N: 0.954 -1.738 -0.872
C: 1.470 -2.104 0.374
C: 2.561 -1.395 0.865
C: 3.087 -1.729 2.097
C: 2.533 -2.762 2.836
C: 1.453 -3.470 2.336
C: 0.917 -3.151 1.100
N: -1.994 0.564 -0.234
C: 1.262 2.546 1.483
C: 2.588 2.470 1.104
H: 4.676 4.150 -0.505
H: 4.182 3.559 -2.092
H: 5.840 3.307 -1.535
H: 4.521 1.211 -1.333
H: 5.019 1.799 0.262
H: 2.185 1.413 -2.068
H: -0.174 1.515 -1.396
H: -1.274 2.966 1.740
H: -5.670 2.482 1.719
H: -6.391 1.161 0.827
H: -3.910 -1.883 -1.352
H: -2.618 -1.122 -2.346
H: 2.972 -0.591 0.276
H: 3.931 -1.177 2.483
H: 2.945 -3.019 3.800
H: 1.026 -4.281 2.905
H: 0.087 -3.713 0.701
H: 0.999 2.879 2.477
H: 3.359 2.740 1.812

Summary:
total charge = 0
SMILES = CCc1ccc(Nc2nc(N)nc(CSc3nnnn3-c3ccccc3)n2)cc1
2S+1 = 1
energy = -44258.507 eV

3.
Below is a molecular structure, C19H20AuFIN4O4Si, with properties calculated with ωB97M-V/def2-TZVPD.

Cartesian coordinates (Å):
Au: -0.576 -1.532 1.360
C: 2.450 -1.282 -0.209
Si: 2.304 -0.328 1.370
C: 2.607 -1.325 2.898
C: 3.378 1.189 1.324
N: 0.513 0.133 1.522
C: 0.024 1.341 1.362
C: 0.538 2.471 0.780
C: -0.397 3.610 0.903
C: -2.603 3.645 1.168
C: -3.514 2.503 1.172
C: -2.624 1.347 0.940
F: -3.110 0.166 1.338
H: 3.505 -1.510 -0.384
H: 2.088 -0.691 -1.053
H: 1.901 -2.224 -0.190
H: 3.650 -1.648 2.917
H: 1.979 -2.218 2.916
H: 2.419 -0.755 3.810
H: 4.400 0.851 1.522
H: 3.139 1.936 2.082
H: 3.392 1.665 0.342
H: 1.481 2.496 0.259
H: 0.070 4.582 1.031
H: -3.008 4.620 1.412
H: -4.567 2.474 0.942
I: -1.738 5.366 -1.348
C: -1.631 3.668 -0.099
C: -1.382 3.198 1.997
N: -1.368 1.683 1.876
N: -2.181 1.297 -0.410
C: -1.751 2.391 -0.898
H: -1.254 3.510 3.029
H: -1.537 1.202 2.763
H: -1.420 2.382 -1.933
O: -1.686 -5.165 0.097
C: -1.416 -4.001 -0.068
O: -1.683 -3.071 0.832
C: -0.779 -3.546 -1.367
C: -0.241 -4.520 -2.205
C: 0.374 -4.176 -3.400
C: 0.466 -2.846 -3.781
C: -0.075 -1.893 -2.937
C: -0.709 -2.214 -1.750
N: 0.055 -0.473 -3.298
O: 0.383 -0.192 -4.427
O: -0.119 0.355 -2.407
H: -0.318 -5.554 -1.896
H: 0.788 -4.945 -4.037
H: 0.944 -2.546 -4.702
H: -1.160 -1.425 -1.166

Summary:
total charge = +1
expectation value of S² = 2.04
2S+1 = 3
energy = -56554.401 eV

4.
Below is a molecular structure, C19H20BClIrN6S at a distorted geometry, with properties calculated with ωB97M-V/def2-TZVPD.

Cartesian coordinates (Å):
Ir: -0.426 -1.211 0.082
B: -1.496 -2.195 3.372
N: -2.452 -1.604 2.320
C: -3.755 -1.447 2.539
C: -4.356 -0.905 1.407
C: -3.325 -0.749 0.509
N: -2.179 -1.173 1.082
N: -0.036 -2.290 2.886
C: 0.945 -2.762 3.647
C: 2.145 -2.731 2.939
C: 1.811 -2.213 1.711
N: 0.486 -1.948 1.698
H: -1.549 -1.547 4.384
H: -1.883 -3.286 3.703
H: -4.190 -1.732 3.483
H: -5.393 -0.662 1.259
H: -3.347 -0.365 -0.500
H: 0.745 -3.096 4.652
H: 3.119 -3.045 3.272
H: 2.438 -2.018 0.856
Cl: 3.085 1.539 -3.932
C: 2.062 0.338 -3.325
C: 2.613 -0.796 -2.707
C: 1.783 -1.735 -2.153
C: 0.366 -1.578 -2.201
C: -0.506 -2.550 -1.617
C: -0.159 -0.448 -2.899
C: 0.672 0.496 -3.438
H: 3.687 -0.919 -2.680
H: 2.198 -2.627 -1.697
H: -0.084 -3.514 -1.348
H: -1.535 -2.592 -1.967
H: -1.234 -0.347 -3.005
H: 0.275 1.353 -3.964
N: 0.386 5.885 -0.962
C: 1.270 4.889 -1.085
S: 2.749 5.121 -1.767
C: 0.860 3.524 -0.628
C: -0.457 3.185 -0.316
C: -0.777 1.878 -0.010
N: 0.136 0.898 -0.001
C: 1.420 1.227 -0.238
C: 1.810 2.508 -0.541
H: 0.645 6.805 -1.281
H: -0.514 5.779 -0.527
H: -1.262 3.906 -0.334
H: -1.794 1.598 0.234
H: 2.147 0.428 -0.187
H: 2.852 2.728 -0.725

Summary:
total charge = +2
expectation value of S² = 0.76
2S+1 = 2
energy = -55824.395 eV

5.
Below is C19H20BNO5 in the gas phase at a distorted geometry, with properties calculated with ωB97M-V/def2-TZVPD.

Cartesian coordinates (Å):
C: -4.086 2.034 -0.666
O: -4.017 0.702 -0.294
C: -2.885 0.243 0.502
C: -2.888 -1.099 0.911
C: -1.778 -1.578 1.679
C: -0.678 -0.823 1.928
C: -0.642 0.537 1.510
C: 0.359 1.524 1.554
C: 1.780 1.499 2.046
C: 2.558 0.396 1.317
N: 2.070 0.085 -0.023
C: 2.915 -0.544 -0.945
O: 4.098 -0.853 -0.712
C: 2.474 -0.838 -2.342
C: 0.974 -0.730 -2.446
C: 0.283 0.445 -2.508
C: -1.085 0.514 -2.385
C: -1.805 -0.625 -2.257
C: -1.133 -1.863 -2.159
C: 0.256 -1.847 -2.298
B: 2.634 -0.894 2.350
O: 3.295 -2.008 1.976
O: 1.878 -0.915 3.519
C: -0.125 2.522 0.774
O: -1.383 2.330 0.321
C: -1.728 1.046 0.769
H: -5.094 2.298 -0.858
H: -3.633 2.569 0.180
H: -3.583 2.253 -1.622
H: -3.755 -1.755 0.727
H: -1.908 -2.610 2.020
H: 0.107 -1.259 2.463
H: 1.834 1.415 3.088
H: 2.311 2.383 1.774
H: 3.615 0.673 1.096
H: 1.075 0.049 -0.041
H: 2.890 -0.080 -3.013
H: 2.859 -1.816 -2.656
H: 0.844 1.405 -2.344
H: -1.507 1.478 -2.251
H: -2.900 -0.551 -2.275
H: -1.697 -2.802 -1.953
H: 0.867 -2.783 -2.198
H: 3.672 -1.778 1.113
H: 2.135 -1.679 4.156
H: 0.528 3.330 0.477

Summary:
total charge = 0
SMILES = COc1cccc2c(C[C@H](NC(=O)Cc3ccccc3)B(O)O)coc12
2S+1 = 1
energy = -32432.801 eV

6.
Below is a molecular structure, C19H20BrClF5N5O5PtS at a distorted geometry, with properties calculated with ωB97M-V/def2-TZVPD.

Cartesian coordinates (Å):
Pt: -0.994 0.324 -0.183
C: 0.040 -0.383 -5.067
N: 0.486 0.488 -3.984
C: 0.452 1.914 -4.289
C: 0.540 0.083 -2.700
N: 0.446 0.874 -1.670
N: 0.830 -1.271 -2.546
C: 0.536 -2.063 -1.455
N: 1.194 -3.263 -1.439
N: -0.331 -1.699 -0.595
H: -0.790 0.107 -5.574
H: -0.345 -1.322 -4.678
H: 0.846 -0.574 -5.781
H: 0.774 2.042 -5.321
H: 1.153 2.451 -3.651
H: -0.553 2.320 -4.167
H: 0.091 1.778 -1.966
H: 1.313 -1.703 -3.314
H: 2.047 -3.340 -1.966
H: 1.194 -3.755 -0.559
H: -0.419 -2.338 0.185
F: -0.931 -0.686 2.760
C: 0.315 -0.455 3.214
F: 0.519 0.860 3.256
H: 0.413 -0.887 4.213
Cl: 6.033 -3.358 6.296
C: 4.741 -3.036 5.189
C: 4.362 -1.723 4.958
C: 3.339 -1.466 4.061
C: 2.709 -2.521 3.410
C: 3.095 -3.836 3.659
C: 4.114 -4.100 4.553
C: 1.618 -2.284 2.428
O: 1.131 -3.134 1.738
O: 1.230 -0.972 2.309
H: 4.865 -0.916 5.473
H: 3.048 -0.444 3.859
H: 2.585 -4.644 3.152
H: 4.425 -5.113 4.765
Br: -3.600 5.763 2.545
C: -2.781 4.250 1.736
C: -3.396 3.015 1.835
C: -2.803 1.920 1.219
C: -1.595 2.042 0.538
C: -1.010 3.301 0.446
C: -1.589 4.408 1.047
H: -4.335 2.913 2.360
H: -3.307 0.956 1.282
H: -0.078 3.422 -0.095
H: -1.128 5.383 0.974
F: -4.721 2.466 -1.684
C: -4.613 1.680 -2.757
F: -4.874 2.413 -3.843
F: -5.544 0.723 -2.667
S: -2.925 0.953 -2.867
O: -2.927 -0.076 -1.821
O: -2.833 0.422 -4.209
O: -2.064 2.092 -2.613

Summary:
total charge = 0
2S+1 = 1
energy = -147950.142 eV

7.
Below is 9 unconnected molecules or ions with the total composition C19H20Cl32IN2O2P2S at a distorted geometry, with properties calculated with ωB97M-V/def2-TZVPD.

Cartesian coordinates (Å):
C: 2.621 -1.772 1.220
C: 1.376 -1.357 0.457
C: 0.421 -0.593 1.128
C: -0.767 -0.226 0.511
C: -1.073 -0.601 -0.794
C: -2.332 -0.245 -1.548
P: -3.952 -1.252 -1.209
N: -5.536 -2.134 -1.051
C: -3.921 -0.889 0.674
C: -4.060 0.592 1.079
C: -5.514 0.933 1.457
I: -5.713 1.131 3.604
O: -4.944 0.264 -1.545
N: -5.471 0.241 -2.801
O: -6.636 0.461 -2.797
P: -2.818 -3.225 -1.013
S: -2.102 -3.824 -2.769
C: -0.082 -1.331 -1.459
C: 1.119 -1.712 -0.872
H: 3.430 -2.034 0.549
H: 2.915 -1.019 1.950
H: 2.366 -2.672 1.791
H: 0.644 -0.309 2.151
H: -1.471 0.371 1.080
H: -2.495 0.828 -1.430
H: -2.109 -0.375 -2.609
H: -4.005 -1.544 -2.600
H: -5.513 -2.927 -0.428
H: -6.322 -1.527 -0.867
H: -3.094 -1.392 1.180
H: -4.809 -1.378 1.072
H: -3.480 0.713 1.997
H: -3.644 1.304 0.368
H: -5.833 1.884 1.038
H: -6.216 0.176 1.123
H: -1.823 -3.201 -0.007
H: -3.681 -4.270 -0.606
H: -0.257 -1.621 -2.487
H: 1.824 -2.296 -1.482
C: 5.212 -2.148 -2.691
Cl: 5.155 -1.929 -4.444
Cl: 5.430 -3.863 -2.319
Cl: 6.568 -1.225 -2.022
Cl: 3.697 -1.585 -1.969
C: 0.941 -6.214 -4.041
Cl: -0.270 -6.844 -2.934
Cl: 2.077 -5.183 -3.156
Cl: 1.833 -7.560 -4.781
Cl: 0.157 -5.269 -5.307
C: -5.634 -4.450 3.180
Cl: -5.494 -6.174 3.562
Cl: -6.000 -4.253 1.466
Cl: -6.932 -3.737 4.145
Cl: -4.111 -3.638 3.550
C: -6.766 5.254 2.791
Cl: -7.662 4.360 1.561
Cl: -5.037 4.948 2.597
Cl: -7.079 6.988 2.606
Cl: -7.286 4.734 4.396
C: -5.347 7.405 7.288
Cl: -5.835 5.999 8.241
Cl: -4.859 6.883 5.679
Cl: -6.710 8.526 7.156
Cl: -3.994 8.218 8.087
C: 8.153 -0.374 1.926
Cl: 8.317 -2.102 1.599
Cl: 9.028 0.543 0.694
Cl: 6.446 0.071 1.889
Cl: 8.827 -0.007 3.520
C: 10.958 3.496 -1.188
Cl: 11.898 4.771 -1.971
Cl: 12.023 2.515 -0.175
Cl: 9.697 4.223 -0.187
Cl: 10.212 2.471 -2.418
C: 11.068 4.396 -6.075
Cl: 11.448 2.680 -5.898
Cl: 12.462 5.362 -5.576
Cl: 10.694 4.742 -7.768
Cl: 9.673 4.803 -5.072

Summary:
total charge = -1
2S+1 = 1
energy = -465329.558 eV

8.
Below is a molecular structure, C19H20Cl5N8O7RbSe at a distorted geometry, with properties calculated with ωB97M-V/def2-TZVPD.

Cartesian coordinates (Å):
Rb: 0.091 1.558 0.071
C: -0.549 4.126 -3.067
O: -0.086 2.803 -3.282
C: -1.151 1.924 -3.602
C: -0.592 0.539 -3.789
O: -0.258 -0.044 -2.537
C: -0.787 -1.340 -2.299
C: -2.286 -1.288 -2.143
O: -2.620 -0.422 -1.082
C: -3.987 -0.063 -1.105
H: -0.988 4.533 -3.987
H: -1.300 4.165 -2.275
H: 0.313 4.727 -2.785
H: -1.901 1.926 -2.804
H: -1.646 2.254 -4.528
H: -1.326 -0.069 -4.324
H: 0.315 0.592 -4.403
H: -0.531 -2.035 -3.110
H: -0.314 -1.699 -1.384
H: -2.753 -0.910 -3.061
H: -2.676 -2.304 -1.975
H: -4.627 -0.941 -0.936
H: -4.162 0.672 -0.324
H: -4.257 0.393 -2.065
O: 4.707 1.101 5.380
C: 3.920 1.740 4.445
O: 3.983 2.932 4.368
C: 3.077 0.864 3.619
C: 3.076 -0.521 3.579
N: 2.174 -0.877 2.662
N: 1.591 0.179 2.081
C: 2.123 1.253 2.637
C: 1.557 2.613 2.213
O: 0.713 3.075 2.995
O: 1.918 3.032 1.081
H: 4.534 0.154 5.336
H: 3.651 -1.271 4.101
H: 1.952 -1.789 2.286
N: -3.693 -2.174 3.364
N: -3.063 -1.033 2.855
N: -3.733 0.014 2.448
C: -2.726 0.810 2.079
N: -1.525 0.246 2.284
N: -1.766 -0.949 2.784
H: -4.410 -2.407 2.684
H: -2.973 -2.890 3.338
H: -2.872 1.785 1.634
Cl: 2.642 0.029 -0.967
C: 2.945 -1.694 -0.629
C: 1.964 -2.456 -0.037
C: 2.290 -3.767 0.175
Cl: 1.085 -4.830 0.995
C: 3.504 -4.351 -0.182
Cl: 3.842 -6.035 0.100
C: 4.466 -3.548 -0.790
Cl: 5.992 -4.222 -1.263
C: 4.188 -2.198 -1.016
Cl: 5.400 -1.202 -1.769
Se: -5.562 3.319 -2.091
C: -3.966 3.071 -1.240
N: -2.927 2.902 -0.740

Summary:
total charge = -2
2S+1 = 1
energy = -174894.105 eV

9.
Below is a molecular structure, C19H20ClIN2Re at a distorted geometry, with properties calculated with ωB97M-V/def2-TZVPD.

Cartesian coordinates (Å):
C: 2.302 2.765 -0.422
C: 3.048 1.409 -0.573
H: 2.177 3.287 -1.373
H: 2.927 3.357 0.257
H: 1.326 2.902 0.162
H: 2.680 0.660 -1.294
H: 3.951 1.730 -1.123
H: 3.427 0.969 0.355
C: -2.075 1.770 -1.285
C: -3.387 1.466 -1.620
C: -3.671 0.312 -2.357
C: -2.620 -0.531 -2.675
H: -1.786 2.730 -0.856
H: -4.164 2.171 -1.322
H: -4.695 0.086 -2.660
H: -2.762 -1.419 -3.278
N: -1.073 0.833 -1.397
C: -1.329 -0.274 -2.192
C: -0.220 -1.187 -2.327
N: 0.919 -0.780 -1.688
C: 1.968 -1.652 -1.596
C: 0.750 -3.353 -2.788
C: 1.906 -2.925 -2.138
H: 2.841 -1.285 -1.054
H: 2.781 -3.561 -2.021
C: -0.310 -2.467 -2.904
H: -1.236 -2.732 -3.401
H: 0.682 -4.361 -3.186
Re: 0.624 0.897 -0.226
I: -0.275 2.608 1.599
Cl: -2.885 0.064 1.954
C: -1.472 -0.043 2.959
C: -1.535 0.429 4.268
C: -0.384 0.394 5.066
C: 0.794 -0.176 4.569
C: 0.850 -0.660 3.267
C: -0.259 -0.530 2.426
C: -0.065 -0.716 0.916
H: -2.472 0.853 4.629
H: -0.419 0.808 6.073
H: 1.684 -0.243 5.203
H: 1.764 -1.093 2.856
H: -1.013 -1.031 0.452
H: 0.705 -1.485 0.745

Summary:
total charge = +2
expectation value of S² = 3.79
2S+1 = 4
energy = -45743.282 eV